An isolated molecule of C6H6N2 in a non-equilibrium geometry, computed with the ωB97M-V functional and the def2-TZVPD basis.

Values from the calculation:
SMILES   c1cc2c[nH]cc2[nH]1
Total energy   -9298.5618 eV
F_max   2.080 eV/A
HOMO-LUMO gap   8.15 eV

Structure (ORCA input):
```
! wB97M-V def2-TZVPD RIJCOSX def2/J DEFGRID3
* xyz 0 1
C -2.115 0.028 0.032
C -1.372 1.173 -0.048
C 0.024 0.745 -0.099
C 1.347 1.119 -0.076
N 2.112 -0.033 0.036
C 1.295 -1.152 -0.029
C -0.006 -0.699 -0.091
N -1.332 -1.119 -0.053
H -3.196 -0.055 0.162
H -1.761 2.192 0.053
H 1.876 2.055 0.044
H 3.096 -0.037 0.129
H 1.661 -2.155 -0.042
H -1.628 -2.060 -0.020
*
```